No. 1
ORCA calculation (the ωB97M-V functional and the def2-TZVPD basis) on C32H51BCdCl8N5O8 as an isolated structure.

## Properties
strongest force on any atom: 1.4 eV/A
HOMO energy: -11.19 eV
relative energy (zero: lowest compared OMol25 entry of this formula, charge and spin): 0.0 kcal per mole
E_tot: -5999.74547 Ha
LUMO: -5.12 eV
charge: +1
HOMO-LUMO gap: 6.07 eV

```
106
Properties=species:S:1:pos:R:3:forces:R:3
Cd -15.7799 -18.7065 -3.4784 -0.7 0.4 0.0
O -22.1087 -13.2637 -5.1796 -0.8 0.3 -1.0
C -21.4907 -13.8538 -4.3727 0.9 -0.1 0.9
O -20.8041 -14.9903 -4.5452 0.2 -0.2 0.2
B -20.1077 -15.3093 -3.3015 -0.8 0.3 -0.4
O -20.4548 -14.3153 -2.3304 0.2 0.3 -0.1
C -21.2283 -13.3730 -2.9273 0.0 -0.9 -0.3
O -21.6517 -12.3859 -2.4470 0.0 0.5 0.4
O -18.6091 -15.3720 -3.5743 0.2 0.0 0.2
C -18.1992 -16.5428 -3.2966 -0.6 -0.3 0.0
O -17.0590 -16.9605 -3.4078 1.0 0.3 -0.1
C -19.3694 -17.4409 -2.8573 0.3 1.0 -0.2
O -20.4329 -16.6965 -2.8550 0.0 0.2 0.0
O -19.2553 -18.5992 -2.6188 0.4 -0.7 0.1
C -24.1828 -12.6930 -9.1633 0.4 -0.4 0.3
C -22.8437 -13.1542 -8.5838 0.5 -0.7 -0.3
C -21.8784 -12.0167 -8.2522 0.1 0.2 0.1
C -22.4276 -11.0259 -7.3290 0.2 -0.4 -0.4
N -22.8295 -10.2176 -6.6297 -0.4 0.5 0.6
H -24.8152 -13.5463 -9.4089 0.0 0.0 0.1
H -24.0026 -12.1540 -10.0932 -0.1 0.2 0.1
H -24.7230 -12.0690 -8.4518 0.0 0.1 -0.1
H -22.3200 -13.8039 -9.3009 -0.2 0.3 -0.2
H -22.9084 -13.8274 -7.7220 -0.5 0.4 0.2
H -21.5800 -11.4596 -9.1458 0.0 -0.2 0.0
H -20.9731 -12.3987 -7.7750 0.0 -0.1 -0.1
C -16.4252 -14.1722 -0.9591 -0.5 0.0 0.0
C -16.4827 -13.0711 -1.9980 -0.1 -0.4 -0.4
C -15.2551 -12.1732 -2.0562 -0.1 0.5 -0.3
C -14.0234 -12.9191 -2.2935 -0.2 0.3 0.2
N -13.0420 -13.4839 -2.4658 0.3 -0.5 0.0
H -16.3293 -13.7937 0.0584 0.2 0.0 0.0
H -15.6291 -14.8811 -1.1911 0.0 0.0 0.2
H -17.3885 -14.6901 -0.9895 0.2 -0.2 0.1
H -17.3869 -12.4790 -1.8643 0.1 0.2 0.1
H -16.5847 -13.5422 -2.9815 -0.1 0.1 0.0
H -15.1291 -11.5525 -1.1674 0.0 -0.2 0.1
H -15.3630 -11.4793 -2.8962 0.0 0.0 0.1
C -10.6133 -17.4772 -2.9930 0.6 0.5 -0.2
C -10.9787 -16.3311 -2.0643 0.0 -0.1 0.4
C -12.2553 -16.5527 -1.2243 0.2 0.0 0.5
C -13.3591 -17.1390 -1.9485 0.5 0.7 0.2
N -14.2302 -17.6014 -2.5203 -0.6 -1.0 -0.6
H -9.8807 -17.0985 -3.7109 -0.1 -0.1 0.0
H -11.4638 -17.8351 -3.5701 0.0 -0.2 0.0
H -10.0926 -18.2735 -2.4659 -0.4 -0.3 0.0
H -11.0669 -15.3781 -2.5787 -0.1 0.0 -0.1
H -10.1908 -16.2198 -1.3186 0.0 0.2 -0.1
H -12.0781 -17.2364 -0.3835 0.1 0.0 -0.1
H -12.5861 -15.6046 -0.7906 -0.1 0.0 -0.1
C -23.1206 -13.9514 -0.1339 0.3 -0.1 -0.3
C -24.4727 -13.5732 -0.6809 -0.5 0.6 0.6
C -25.3757 -14.7495 -1.0469 0.0 0.0 -0.1
C -24.8980 -15.4213 -2.2566 0.1 0.1 -0.3
N -24.5024 -15.8460 -3.2517 0.0 0.0 0.2
H -22.5107 -13.0525 -0.0613 0.1 -0.1 0.1
H -22.6035 -14.6439 -0.8054 0.0 -0.1 0.1
H -23.2148 -14.4127 0.8475 0.1 -0.1 0.0
H -24.4120 -12.8634 -1.5028 0.2 -0.1 -0.3
H -24.9849 -13.0001 0.0992 -0.1 -0.1 -0.1
H -26.3876 -14.3996 -1.2588 0.0 0.0 0.1
H -25.4105 -15.4723 -0.2314 -0.1 -0.1 0.0
C -20.3879 -21.3351 -3.2223 -0.1 -0.4 -0.6
C -19.8499 -22.1606 -4.3907 0.0 0.1 0.3
C -19.1615 -21.3090 -5.4788 -0.1 -0.9 -0.2
C -18.0936 -20.4957 -4.9574 -0.3 0.3 -0.1
N -17.2481 -19.8457 -4.5458 0.9 -0.1 0.3
H -21.1608 -20.6389 -3.5593 0.3 -0.3 -0.3
H -19.6022 -20.7631 -2.7296 -0.1 -0.2 0.0
H -20.8729 -21.9824 -2.4944 0.1 -0.1 0.1
H -20.6536 -22.6879 -4.9028 0.0 0.0 0.0
H -19.1443 -22.9184 -4.0432 0.0 0.0 0.0
H -19.8978 -20.7146 -6.0184 0.1 0.3 0.1
H -18.6844 -21.9831 -6.2011 -0.1 0.1 -0.1
Cl -27.9193 -12.7805 -6.2483 0.0 0.1 0.0
C -26.5786 -13.6755 -5.5093 0.1 -0.5 0.1
C -25.5567 -12.7850 -4.8596 0.0 0.3 -0.4
Cl -26.2458 -11.8088 -3.5321 0.0 -0.2 0.2
H -26.0984 -14.2568 -6.2966 0.1 0.1 -0.1
H -26.9879 -14.3954 -4.8004 -0.1 0.2 0.0
H -25.1693 -12.0628 -5.5696 0.1 0.1 -0.1
H -24.7284 -13.3833 -4.4888 0.0 0.0 0.2
Cl -23.2257 -7.1772 -2.6255 -0.1 0.1 0.2
C -24.0783 -8.7152 -2.8458 -0.4 -0.4 -1.2
C -23.3502 -9.8830 -2.2504 -0.3 -0.1 -0.3
Cl -23.5835 -9.9206 -0.4834 0.2 -0.2 0.1
H -24.1699 -8.9010 -3.9232 0.4 0.2 0.1
H -25.1221 -8.6611 -2.5432 0.2 0.3 0.6
H -22.2965 -9.8842 -2.5028 0.1 0.2 0.3
H -23.7462 -10.7947 -2.6979 -0.2 0.0 0.3
Cl -23.2026 -19.2537 -5.4556 0.1 0.2 0.0
C -22.1127 -17.8280 -5.5937 0.0 -0.2 -0.2
C -22.7159 -16.6480 -6.3290 -0.2 0.0 0.5
Cl -23.2589 -17.0472 -7.9675 0.0 -0.1 -0.1
H -21.2220 -18.1948 -6.1039 0.0 0.1 0.0
H -21.8642 -17.5474 -4.5741 0.0 0.2 0.0
H -21.9705 -15.8645 -6.4134 0.1 -0.1 0.0
H -23.5497 -16.2399 -5.7578 -0.1 -0.1 -0.1
Cl -23.7858 -17.9982 -0.0552 0.0 0.0 0.0
C -22.7653 -18.0394 -1.5191 -0.2 -0.1 0.0
C -22.0837 -19.3663 -1.7257 0.0 0.3 0.4
Cl -21.0482 -19.8270 -0.3313 -0.1 0.0 0.0
H -22.0402 -17.2351 -1.4597 -0.2 0.0 0.2
H -23.4440 -17.8635 -2.3518 0.1 0.1 -0.1
H -21.4046 -19.2934 -2.5721 -0.4 0.3 0.3
H -22.8022 -20.1647 -1.8772 0.0 -0.1 0.0
```
Positions in Å, forces in eV/Å.

---

No. 2
ORCA calculation (the ωB97M-V functional and the def2-TZVPD basis) on a 7-piece molecular cluster, C32H51BrN2O14P overall.

## Properties
strongest force on any atom: 1.1 eV/A
HOMO energy: -5.00 eV
E_tot: -5328.29181 Ha
LUMO: 2.15 eV
charge: -1
HOMO-LUMO gap: 7.15 eV

```
101
Properties=species:S:1:pos:R:3:forces:R:3
C -0.7241 3.2497 0.5311 -0.5 -0.1 -0.1
C -1.8095 2.4953 0.4046 0.3 -0.2 0.0
C -1.7215 1.0559 -0.0542 -0.4 0.9 0.0
C -2.9874 0.4599 -0.6714 0.7 -0.6 0.0
N -3.5530 1.4603 -1.6092 -0.7 -0.5 0.3
P -4.5357 0.9891 -2.8934 0.5 0.1 -0.8
N -3.9057 0.8047 -4.3128 -0.3 -0.1 0.1
C -2.5173 -0.7954 -1.5337 -0.5 -0.5 -0.1
O -1.4453 -0.6465 -2.1304 0.4 -0.2 -0.2
O -3.3016 -1.7767 -1.5350 0.2 0.5 -0.2
C -4.0527 -0.0336 0.3403 0.0 1.1 -0.1
Br -3.3126 -1.3905 1.5343 0.0 -0.2 0.0
C -4.7011 1.0170 1.2498 -0.3 -0.2 0.1
C -5.7927 1.8640 0.5893 0.1 0.3 0.5
H -0.7575 4.2339 0.9646 0.0 0.2 -0.1
H 0.2281 2.8578 0.2073 0.2 0.0 0.2
H -2.7704 2.9253 0.6664 -0.1 0.0 0.2
H -1.3561 0.4393 0.7600 -0.1 -0.1 0.2
H -0.9463 1.0299 -0.8120 0.0 -0.2 -0.2
H -3.9821 2.2199 -1.0998 0.2 0.2 -0.1
H -5.1843 -0.1725 -2.4611 0.0 0.0 0.2
H -5.5043 2.0183 -2.8992 -0.1 -0.1 0.4
H -4.2863 1.4852 -4.9572 0.2 0.1 -0.1
H -4.8409 -0.5052 -0.2366 0.1 -0.5 0.1
H -5.1839 0.4642 2.0545 0.0 -0.1 0.0
H -3.9672 1.6465 1.7454 0.2 0.0 0.0
H -6.4434 2.2536 1.3733 -0.1 0.0 0.0
H -5.4037 2.7448 0.0821 0.0 0.0 -0.2
H -6.4190 1.2812 -0.0817 0.0 0.0 -0.2
O 1.2426 5.1003 1.8400 0.3 0.2 -0.1
C 1.4691 4.9896 3.0079 -0.2 0.0 0.0
O 1.8526 3.8159 3.5549 0.1 0.0 0.0
C 1.9504 3.9343 4.9813 0.0 0.1 0.1
C 2.1407 5.4260 5.2445 -0.1 0.1 -0.1
C 1.3560 6.0487 4.0890 0.3 -0.1 0.2
H 1.0292 3.5473 5.4216 0.0 0.0 0.0
H 2.7839 3.3264 5.3235 0.0 -0.1 -0.1
H 1.8042 5.7324 6.2329 -0.1 0.0 0.0
H 3.1961 5.6856 5.1519 0.0 0.0 0.0
H 0.3001 6.1795 4.3309 0.0 0.0 0.0
H 1.7727 6.9900 3.7415 -0.1 0.0 -0.1
O 0.9821 0.6460 1.4270 0.1 -0.1 0.3
C 2.1490 0.4471 1.2844 -0.1 0.2 -0.3
O 2.9725 0.1472 2.3268 0.1 -0.1 0.1
C 4.3296 0.0382 1.8709 0.1 0.0 -0.1
C 4.2329 -0.2478 0.3768 -0.1 0.0 0.0
C 2.9522 0.4966 -0.0040 0.2 -0.4 0.2
H 4.8424 0.9803 2.0826 0.0 0.0 0.0
H 4.8158 -0.7586 2.4300 -0.1 0.0 0.1
H 5.1192 0.0607 -0.1743 0.0 0.1 0.0
H 4.0851 -1.3157 0.2100 0.0 0.0 0.0
H 3.1307 1.5434 -0.2576 -0.1 0.0 0.0
H 2.4045 0.0134 -0.8088 -0.1 0.1 0.0
O 0.0566 -4.8687 6.3264 0.1 0.0 0.0
C 0.1117 -4.1869 5.3419 -0.2 0.0 0.0
O 1.0943 -3.2829 5.1456 0.1 0.1 -0.1
C 0.8530 -2.5336 3.9306 -0.1 0.0 -0.1
C -0.0581 -3.4201 3.0953 -0.1 -0.1 0.0
C -0.8570 -4.1511 4.1734 0.3 0.1 -0.2
H 0.3814 -1.5867 4.1969 0.0 0.0 0.0
H 1.8039 -2.3236 3.4550 0.1 0.0 0.1
H -0.6670 -2.8610 2.3894 0.0 0.1 0.0
H 0.5383 -4.1381 2.5301 0.0 0.0 0.0
H -1.7431 -3.5919 4.4782 0.0 0.0 0.0
H -1.1423 -5.1588 3.8863 -0.1 0.0 0.1
O 3.1889 -3.1951 -1.6286 0.0 0.0 0.0
C 2.1966 -3.2900 -2.3057 -0.1 0.1 0.3
O 2.0902 -2.6801 -3.4945 -0.1 0.0 -0.3
C 0.7562 -2.8761 -4.0420 -0.2 0.0 0.0
C 0.2344 -4.1262 -3.3475 0.0 0.1 0.0
C 0.9170 -4.0371 -1.9872 0.0 -0.1 -0.3
H 0.1554 -1.9984 -3.8134 -0.1 0.1 0.1
H 0.8384 -2.9858 -5.1220 0.2 0.0 0.0
H -0.8513 -4.1603 -3.2951 0.0 0.1 0.1
H 0.5804 -5.0146 -3.8700 0.0 0.0 0.0
H 0.3365 -3.4412 -1.2801 0.0 0.0 0.0
H 1.1398 -5.0103 -1.5567 0.0 0.1 0.2
O 3.6556 8.3901 1.2202 0.1 0.1 0.0
C 3.3719 8.1167 0.0907 -0.2 -0.2 0.1
O 3.2399 9.0675 -0.8684 0.0 0.0 -0.1
C 2.7937 8.4721 -2.1003 0.0 -0.1 -0.1
C 3.1892 7.0037 -2.0035 0.0 0.0 0.1
C 3.0772 6.7527 -0.5000 0.2 0.1 -0.4
H 1.7124 8.6048 -2.1733 0.0 0.0 0.0
H 3.2686 8.9922 -2.9287 0.0 0.1 0.1
H 2.5673 6.3517 -2.6127 -0.1 0.0 0.0
H 4.2245 6.8772 -2.3240 0.0 0.0 0.0
H 2.0702 6.4572 -0.2017 0.0 -0.1 0.1
H 3.7906 6.0185 -0.1390 -0.1 0.0 0.2
O -1.6510 -6.8422 -2.1363 0.1 0.0 0.1
C -1.2405 -7.5526 -2.9986 -0.2 0.0 -0.1
O -0.0784 -7.3042 -3.6608 0.1 -0.2 0.0
C 0.1173 -8.2652 -4.7076 0.0 -0.1 -0.1
C -0.7252 -9.4726 -4.3097 -0.1 0.0 0.1
C -1.8812 -8.8121 -3.5587 0.4 -0.2 -0.1
H -0.2148 -7.8209 -5.6487 0.0 0.0 0.0
H 1.1787 -8.4902 -4.7795 0.0 0.1 0.0
H -1.0294 -10.0800 -5.1599 0.0 0.1 0.0
H -0.1593 -10.1077 -3.6269 0.0 0.0 0.0
H -2.6923 -8.5152 -4.2246 -0.1 0.0 0.0
H -2.2751 -9.4248 -2.7537 -0.2 0.1 0.0
```
Positions in Å, forces in eV/Å.